Entry from OMol25: 2 unconnected molecules or ions with the total composition CH2ClO2P in a non-equilibrium geometry (ωB97M-V with the def2-TZVPD basis set).

The geometry in XYZ format:
```
7
Properties=species:S:1:pos:R:3:nbo_charge:R:1
Cl 3.622 -1.914 -0.034 -0.66
P 0.801 -2.339 0.936 1.57
O 0.504 -0.816 1.478 -0.76
O 0.117 -1.690 -0.415 -0.75
C 0.052 -0.428 0.204 0.22
H 0.731 0.291 -0.262 0.20
H -0.969 -0.034 0.226 0.18
```

## Properties
Energy above the lowest of the compared OMol25 structures with the same formula, charge and spin   29.5 kcal/mol
Orbital gap   7.5 eV
HOMO   -9.36 eV
LUMO level   -1.87 eV
DFT total energy   -26974.4684 eV
Largest force on an atom   0.054 Eh/bohr